# 1
{
  "formula": "C35H23Cl4IN4O4RbS",
  "method": "ωB97M-V/def2-TZVPD",
  "species": ["Rb", "O", "C", "O", "C", "C", "C", "C", "C", "C", "C", "C", "C", "N", "H", "H", "H", "H", "H", "H", "Cl", "C", "C", "C", "I", "C", "O", "C", "N", "C", "C", "C", "C", "H", "H", "H", "H", "Cl", "C", "C", "C", "C", "C", "C", "N", "C", "C", "N", "C", "O", "C", "C", "C", "Cl", "S", "C", "C", "C", "Cl", "C", "H", "H", "H", "H", "H", "H", "H", "H", "H", "H", "H", "H", "H"],
  "coordinates": [[3.7240, 0.2148, -0.1381], [7.5335, 1.2032, 1.2113], [6.5521, 0.4626, 1.3054], [6.0130, -0.2471, 0.4409], [5.9289, 0.3754, 2.7302], [6.7978, 0.5192, 3.8396], [6.3099, 0.3793, 5.1032], [4.9372, 0.0911, 5.2812], [4.3505, -0.1192, 6.5429], [3.0214, -0.4223, 6.6492], [2.2261, -0.5145, 5.4954], [2.7640, -0.2983, 4.2564], [4.1358, -0.0012, 4.1100], [4.6448, 0.1492, 2.8677], [7.8350, 0.7451, 3.6446], [6.9498, 0.4752, 5.9722], [4.9709, -0.0486, 7.4277], [2.5741, -0.5985, 7.6184], [1.1793, -0.7670, 5.5968], [2.1638, -0.3750, 3.3567], [-0.6663, -2.0996, -5.9459], [0.2128, -1.1815, -4.7441], [-0.0349, 0.1679, -4.6372], [0.6204, 0.8940, -3.6687], [0.1970, 2.9468, -3.4021], [1.5745, 0.3852, -2.7641], [2.1107, 1.0940, -1.8832], [1.8473, -1.0379, -2.9400], [2.7744, -1.5759, -2.1417], [3.0023, -2.8649, -2.1944], [2.3076, -3.7356, -3.0486], [1.3833, -3.2071, -3.9084], [1.1297, -1.8208, -3.8948], [-0.7446, 0.6415, -5.2981], [3.7722, -3.2370, -1.5272], [2.4948, -4.8011, -3.0174], [0.8158, -3.8267, -4.5918], [-5.6895, -4.7178, 0.4857], [-5.0206, -3.1379, 0.3184], [-3.8866, -2.7872, 1.0324], [-3.3762, -1.5097, 0.8971], [-3.9623, -0.5731, 0.0520], [-3.3340, 0.7944, -0.0954], [-2.4635, 0.8126, -1.3882], [-1.3782, -0.1026, -1.1841], [-1.3543, -1.4343, -1.5011], [-0.2850, -1.9594, -0.8376], [0.3342, -0.9901, -0.1106], [-0.3363, 0.1037, -0.3412], [-4.3398, 1.7742, -0.0350], [-3.9094, 3.0928, 0.2470], [-3.8561, 3.9574, -0.9797], [-2.8441, 4.8067, -1.3212], [-1.3925, 5.0840, -0.4630], [-3.1688, 5.6666, -2.7878], [-4.6881, 4.8692, -2.9383], [-4.9168, 4.0037, -1.9208], [-5.0873, -0.9617, -0.6723], [-5.8474, 0.1137, -1.7776], [-5.6277, -2.2321, -0.5334], [-3.4093, -3.4998, 1.6851], [-2.4935, -1.2365, 1.4566], [-2.6351, 0.9407, 0.7468], [-2.0742, 1.8210, -1.5540], [-3.0559, 0.5133, -2.2562], [-2.0696, -1.8641, -2.1727], [0.0779, -2.9667, -0.8259], [-0.0933, 1.0688, 0.0607], [-2.9372, 3.0950, 0.7533], [-4.6592, 3.5019, 0.9373], [-5.3232, 5.0969, -3.7699], [-5.7989, 3.3995, -1.8180], [-6.5071, -2.5078, -1.0924]],
  "e_above_lowest_ev": 0.526,
  "homo_energy_ev": -4.475,
  "spin_multiplicity": 1,
  "orbital_gap_ha": 0.236,
  "total_charge": -1
}



# 2
{
  "formula": "C4H9NO",
  "method": "ωB97M-V/def2-TZVPD",
  "species": ["C", "C", "N", "H", "H", "H", "H", "H", "C", "C", "O", "H", "H", "H", "H"],
  "coordinates": [[-1.9595, -1.3189, 1.4230], [-0.8947, -2.0905, 1.2148], [0.3056, -1.6034, 0.7020], [-2.0089, -0.2883, 1.0958], [-2.7678, -1.6710, 2.0475], [-0.9921, -3.1596, 1.3331], [0.6821, -0.7714, 1.1168], [0.9830, -2.3324, 0.5429], [1.2614, 2.4851, -2.0606], [0.5084, 1.9484, -1.1165], [0.8846, 1.0138, -0.2126], [0.9120, 3.3274, -2.6359], [2.2464, 2.0738, -2.2423], [-0.5296, 2.1981, -0.9289], [1.3692, 0.1890, -0.2792]],
  "e_above_lowest_ev": 3.090,
  "homo_energy_ev": -8.346,
  "spin_multiplicity": 1,
  "orbital_gap_ha": 0.339,
  "total_charge": 0,
  "smiles": "C=CN.C=CO"
}



| no. | largest force on an atom (eV/Å) |
| --- | --- |
| 1 | 1.134 |
| 2 | 1.777 |